Computed, not measured: a structure of composition C38H112CsCuO38 in a non-equilibrium geometry, with ωB97M-V/def2-TZVPD.

Structure (XYZ):
```
190
Properties=species:S:1:pos:R:3:mulliken_charge:R:1
Cu 17.135 16.695 14.490 -0.387
Cs 16.388 13.256 13.065 1.964
O 15.912 16.977 12.898 0.141
C 16.724 16.812 11.764 2.186
C 18.077 17.511 11.898 -0.308
O 18.622 17.312 13.199 1.184
H 16.269 17.219 10.905 0.087
H 16.916 15.776 11.492 -0.761
H 17.874 18.553 11.790 -0.812
H 18.836 17.275 11.110 -0.526
C 16.086 15.944 8.392 2.971
C 16.013 15.518 6.961 -1.171
O 16.634 14.270 6.741 -0.627
O 15.252 15.127 9.183 -0.440
H 15.736 16.973 8.435 -1.205
H 17.122 15.788 8.673 -0.794
H 16.448 16.302 6.329 0.325
H 14.960 15.418 6.705 0.402
H 17.593 14.281 6.528 0.360
H 15.524 15.154 10.119 0.067
C 14.073 19.385 16.386 -0.869
C 15.254 18.419 16.433 0.330
O 16.445 18.994 15.876 -0.087
O 13.547 19.617 15.108 -0.658
H 14.396 20.356 16.822 0.224
H 13.194 18.960 16.932 0.418
H 14.902 17.493 15.963 -0.560
H 15.566 18.217 17.458 0.518
H 16.204 19.351 14.995 -0.022
H 14.191 19.913 14.454 -0.016
C 15.830 11.825 8.604 0.371
C 14.997 11.069 9.599 -0.646
O 15.645 10.950 10.844 -0.489
O 17.102 11.103 8.475 -0.682
H 15.925 12.893 8.843 -0.322
H 15.325 11.895 7.646 0.348
H 14.886 10.045 9.321 0.329
H 14.018 11.518 9.809 0.409
H 16.539 10.827 10.527 0.301
H 17.778 11.804 8.574 0.337
C 13.685 11.447 15.457 -0.811
C 12.931 12.710 14.932 0.044
O 13.456 13.867 15.583 -0.477
O 15.017 11.597 14.944 -0.343
H 13.295 10.587 14.959 0.330
H 13.572 11.314 16.572 0.342
H 11.873 12.662 15.243 0.361
H 13.055 12.688 13.820 0.044
H 13.173 14.727 15.143 0.527
H 15.613 11.624 15.713 0.232
C 15.669 20.707 12.302 0.718
C 14.479 20.574 11.411 -0.721
O 13.245 20.590 12.083 -0.731
O 15.741 19.735 13.338 2.058
H 15.644 21.689 12.780 0.440
H 16.637 20.644 11.737 -1.022
H 14.633 19.718 10.774 -0.031
H 14.546 21.458 10.790 0.584
H 12.911 19.683 12.144 0.328
H 15.931 18.828 12.966 -1.581
C 18.005 15.211 17.148 -0.513
C 16.519 14.828 17.077 -0.595
O 16.302 14.519 15.721 -0.328
O 18.290 16.179 16.176 -0.009
H 18.542 14.298 16.879 0.317
H 18.272 15.509 18.130 0.359
H 15.787 15.575 17.425 0.202
H 16.442 13.896 17.643 0.502
H 15.308 14.514 15.617 -0.016
H 19.278 16.279 16.099 0.021
C 12.511 19.377 8.293 -0.617
C 13.920 19.186 7.770 0.725
O 14.104 18.192 6.750 -0.411
O 11.634 20.235 7.556 -0.606
H 12.468 19.585 9.385 0.240
H 11.994 18.404 8.107 0.248
H 14.603 19.002 8.629 -0.482
H 14.189 20.136 7.294 0.357
H 13.460 18.457 6.116 0.300
H 11.699 21.197 7.685 0.336
C 19.830 11.507 10.748 -1.128
C 19.898 12.959 10.403 0.448
O 18.697 13.727 10.319 1.052
O 19.520 11.172 12.093 -0.484
H 20.851 11.075 10.480 0.319
H 19.138 10.971 10.032 0.354
H 20.269 12.917 9.373 -0.097
H 20.665 13.408 11.002 -0.029
H 18.831 14.345 11.040 -0.797
H 19.241 10.269 12.006 0.324
C 20.514 14.418 13.330 -1.543
C 21.461 15.302 12.536 0.791
O 21.230 16.706 12.848 -0.863
O 19.161 14.711 13.037 -0.049
H 20.674 14.520 14.372 0.474
H 20.701 13.389 13.016 0.490
H 21.197 15.148 11.478 -0.894
H 22.525 15.164 12.707 0.661
H 20.206 16.877 12.842 -0.413
H 18.988 15.674 13.164 -0.226
C 22.569 21.833 14.476 -0.160
C 22.985 21.757 15.963 -0.737
O 21.932 21.307 16.787 -0.460
O 22.211 20.557 13.952 -0.222
H 23.488 22.256 13.971 0.314
H 21.735 22.564 14.379 0.133
H 23.392 22.762 16.295 0.350
H 23.819 21.052 16.082 0.294
H 21.157 21.920 16.847 0.248
H 21.476 20.264 14.489 -0.106
C 17.508 19.540 8.440 0.631
C 17.870 18.963 7.002 -0.855
O 18.888 17.983 7.077 -0.596
O 18.756 19.912 8.966 -0.596
H 17.068 18.717 9.090 -0.583
H 16.839 20.392 8.375 0.547
H 18.205 19.876 6.518 0.450
H 16.954 18.657 6.424 0.347
H 19.330 18.078 7.923 0.062
H 18.728 19.778 9.909 0.002
C 18.733 22.617 12.215 -0.866
C 19.701 21.672 11.606 -0.330
O 19.068 20.323 11.633 1.717
O 18.255 22.094 13.472 -0.017
H 17.834 22.824 11.599 0.191
H 19.220 23.594 12.469 0.496
H 20.617 21.669 12.204 -0.095
H 19.892 21.832 10.534 0.478
H 19.721 19.630 11.671 -0.811
H 18.260 21.159 13.360 -0.486
C 20.744 18.126 16.735 -1.001
C 19.555 18.989 16.322 0.644
O 19.853 19.455 14.939 2.811
O 20.714 16.979 15.881 -0.561
H 20.504 17.686 17.686 0.460
H 21.744 18.639 16.838 0.224
H 19.515 19.879 17.001 0.156
H 18.593 18.493 16.430 -0.414
H 19.446 18.806 14.320 -1.389
H 21.075 17.271 15.047 0.076
C 10.671 17.562 15.353 -0.885
C 11.371 16.395 14.720 -0.189
O 12.767 16.246 14.841 -0.036
O 10.907 18.849 14.829 -0.606
H 10.917 17.618 16.434 0.318
H 9.579 17.341 15.259 0.349
H 11.100 16.319 13.657 0.262
H 10.959 15.523 15.258 0.274
H 13.196 16.815 14.184 -0.064
H 11.821 19.204 14.757 0.429
C 17.702 22.122 16.737 -0.576
C 16.839 23.425 16.445 -0.669
O 16.408 23.491 15.024 -0.574
O 19.077 22.233 16.292 -0.596
H 17.242 21.244 16.284 0.250
H 17.764 22.021 17.817 0.557
H 17.416 24.284 16.770 0.288
H 15.955 23.293 17.115 0.403
H 17.123 22.996 14.500 0.464
H 19.092 22.273 15.340 0.279
C 20.678 15.497 8.432 -0.955
C 19.865 14.535 7.576 -0.203
O 19.366 15.052 6.341 -0.825
O 19.832 16.199 9.332 2.293
H 21.187 16.103 7.695 0.411
H 21.459 14.988 9.031 0.531
H 18.987 14.156 8.162 -0.442
H 20.473 13.679 7.292 0.543
H 19.177 16.014 6.592 0.399
H 20.375 16.902 9.755 -0.727
C 13.109 15.488 11.293 -1.476
C 13.022 16.991 11.176 0.586
O 13.187 17.661 12.404 -0.149
O 14.318 15.028 11.895 -0.248
H 13.080 15.212 10.265 0.465
H 12.294 15.042 11.857 0.437
H 12.087 17.219 10.647 0.680
H 13.793 17.334 10.488 -0.580
H 14.124 17.742 12.568 -0.387
H 14.778 15.739 12.468 -0.585
C 22.229 19.189 10.212 0.238
C 23.711 19.125 10.453 -0.816
O 24.072 18.770 11.747 -0.568
O 21.631 17.966 10.521 -0.409
H 21.972 19.498 9.217 0.508
H 21.819 19.933 10.875 -0.342
H 24.140 20.108 10.192 0.386
H 24.197 18.418 9.732 0.340
H 23.710 19.331 12.434 0.296
H 21.941 17.631 11.388 -0.022
```

Summary:
Kohn-Sham gap = 7.2 eV
LUMO energy = -0.21 eV
E_HOMO = -0.2732 Eh